No. 1
Molecular formula: C9H22KNO12S2V
Method: DFT, ωB97M-V/def2-TZVPD

Each line ends with the Mulliken charge.
Element x y z (Å)
K: 4.909986 11.123162 1.331835  1.008
O: 4.815650 6.365450 4.197062  -0.915
V: 6.389146 6.764469 3.850135  1.117
O: 7.183425 5.504111 4.171070  -0.677
C: 4.505677 7.387953 0.206329  -0.909
C: 5.466888 7.431168 1.322074  1.084
O: 5.466621 8.392927 2.132380  -0.670
O: 6.327923 6.574372 1.423044  -0.794
H: 4.386355 6.363663 -0.146808  0.105
H: 5.145960 7.764227 -0.591504  0.386
H: 3.591316 7.977322 0.274778  0.267
O: 2.870434 9.639449 2.429910  -0.477
S: 2.004338 9.783501 3.599094  0.930
O: 1.695761 11.114056 4.132873  -0.621
O: 0.585294 8.864076 3.386648  -0.343
C: 0.751238 7.551683 2.832195  0.348
C: -0.530504 6.976224 3.002935  -1.484
C: 2.696748 8.809614 5.064244  -0.733
H: 1.478121 6.956344 3.384745  0.275
H: 1.059714 7.618494 1.788892  0.081
H: -0.417228 5.896927 2.900903  0.409
H: -1.271997 7.348616 2.296100  0.335
H: -0.895500 7.176747 4.010247  0.328
H: 3.384481 9.558000 5.458000  0.394
H: 3.343498 7.973514 4.798289  0.214
H: 1.824109 8.559538 5.667618  0.338
O: 8.962016 3.640861 -2.125794  -0.640
S: 7.975633 4.711343 -1.932824  1.193
O: 8.416632 6.021669 -1.509543  -0.580
O: 7.114964 4.894456 -3.318845  -0.265
C: 6.685414 3.719855 -3.967018  -0.289
C: 7.533060 3.610756 -5.185530  -1.267
C: 6.582170 4.132873 -0.895748  -0.667
H: 5.611604 3.542001 -4.025358  0.386
H: 6.904299 2.802464 -3.420583  0.372
H: 8.592938 3.543589 -4.940060  0.271
H: 7.274029 4.394293 -5.897621  0.314
H: 7.229636 2.733458 -5.756831  0.398
H: 5.803046 4.894965 -0.878733  -0.054
H: 6.847105 3.881352 0.131215  0.443
H: 6.329128 3.177176 -1.354785  0.374
C: 1.602896 6.072415 -2.467806  -0.666
N: 2.988863 5.828024 -2.995459  0.870
O: 3.239878 6.358465 -4.050421  -0.571
O: 3.611505 4.964698 -2.519687  -0.439
H: 1.271165 6.872294 -3.129809  0.335
H: 1.704481 6.180450 -1.387941  0.189
H: 1.023678 5.178008 -2.697215  0.294

Cartesian forces (eV/Å) of the 3 atoms listed first:
K -0.1 -0.8 0.3
O 0.8 1.1 0.1
V -4.4 1.5 -2.5

Kohn-Sham gap (spin up / spin down), eV: 5.686 / 7.159
Highest occupied orbital energy (spin up / spin down), Eh: -0.255 / -0.309
Spin multiplicity: 2
Total charge: 0

---

No. 2
Molecular formula: C9H22MgN4O7
Method: DFT, ωB97M-V/def2-TZVPD

Each line ends with the Mulliken charge.
Element x y z (Å)
O: 1.434455 -1.547681 -2.245594  -0.681
H: 0.846421 -2.064922 -2.740438  0.210
Mg: 0.413541 -0.574259 -0.729650  1.645
N: -1.845353 -0.073633 0.334070  0.488
N: -1.409303 -1.821367 -1.704017  0.470
N: 0.860975 1.099411 1.022925  0.254
N: 2.212127 0.730974 -1.137740  0.114
O: -2.152706 0.803389 1.229780  -0.766
O: 0.142671 1.339646 2.163117  -0.747
O: 2.943062 0.215427 -2.128903  -0.630
O: -1.297209 -2.720688 -2.582732  -0.679
C: -2.669868 -1.692774 -1.188784  0.218
C: -2.906253 -0.770694 -0.135244  0.082
C: 2.014066 1.757052 0.949238  0.330
C: 2.785902 1.531038 -0.271589  0.263
C: -4.246627 -0.526373 0.475471  -1.316
H: -4.515676 0.535530 0.434378  0.286
H: -4.253167 -0.831329 1.531303  0.282
H: -5.023047 -1.097179 -0.042167  0.359
C: -3.701416 -2.526181 -1.845557  -1.377
H: -3.227330 -3.480874 -2.101536  0.393
H: -4.002004 -2.054707 -2.791177  0.255
H: -4.567413 -2.670340 -1.208428  0.446
C: 2.510497 2.709009 2.002944  -1.498
C: 4.115983 2.199031 -0.482309  -1.370
H: 1.797035 2.763301 2.835476  0.373
H: 2.646281 3.715704 1.577686  0.332
H: 3.486201 2.372920 2.387769  0.332
H: 4.528353 1.780078 -1.407218  0.368
H: 4.780484 1.986296 0.371670  0.336
H: 3.998268 3.291903 -0.588606  0.278
H: -0.828975 1.153560 1.824886  0.474
H: 2.207549 -0.668460 -2.260092  0.529
C: 1.160476 -1.823594 0.375529  -0.836
H: 0.490368 -2.676208 0.146006  0.290
H: 1.157839 -1.482084 1.530729  0.229
H: 2.108177 -2.299263 -0.004024  0.324
O: 0.095386 -0.569269 4.276189  -0.679
H: 0.047140 0.103537 3.547382  0.385
H: -0.778170 -0.898275 4.377641  0.296
O: -0.409842 1.225207 -1.845978  -0.551
H: 0.244383 1.759337 -2.280708  0.262
H: -1.193284 1.797804 -1.671701  0.225

Cartesian forces (eV/Å) of the 3 atoms listed first:
O 0.0 0.5 2.5
H -1.1 -0.9 -1.5
Mg -2.9 4.6 -3.7

Kohn-Sham gap (spin up / spin down), eV: 5.771 / 6.901
Highest occupied orbital energy (spin up / spin down), Eh: -0.305 / -0.306
Energy above the lowest of the compared OMol25 structures with the same formula, charge and spin, eV: 3.5116
Total charge: 0

---

No. 3
Molecular formula: C9H22N2Si
Method: DFT, ωB97M-V/def2-TZVPD

Each line ends with the Mulliken charge.
Element x y z (Å)
C: 0.996693 -2.003878 -1.739664  -1.277
C: -1.412568 -2.110152 -0.920888  -1.413
C: 1.886564 1.990479 -1.435542  -1.366
C: 2.752560 0.692798 0.531312  -1.289
C: -0.179242 -0.524899 2.608670  -1.445
C: -2.369156 0.372111 1.709425  -1.383
C: -0.023546 -1.620145 -0.653048  0.791
C: 1.477276 1.300055 -0.089102  0.702
C: -0.853822 0.426547 1.720122  0.926
N: -2.773059 2.191514 -1.994200  -0.358
N: -2.422087 1.072156 -2.088882  0.096
Si: -0.026867 0.236000 -0.063427  -0.572
H: 0.820488 -1.445892 -2.698391  0.324
H: 1.887053 -1.506117 -1.508702  0.329
H: 1.203394 -3.155785 -1.681020  0.323
H: -1.391129 -3.227639 -1.134689  0.408
H: -1.795200 -1.781543 -1.826955  0.351
H: -2.102447 -2.079779 0.007783  0.261
H: 2.839076 1.511474 -1.873814  0.322
H: 1.079052 1.960103 -2.141437  0.376
H: 2.412152 2.974321 -1.248267  0.375
H: 3.572514 1.433285 0.681616  0.383
H: 3.017962 -0.211390 0.033803  0.250
H: 2.486929 0.324460 1.597114  0.230
H: 0.863142 -0.302656 2.667437  0.238
H: -0.421228 -0.461746 3.809507  0.314
H: -0.540291 -1.570280 2.383674  0.301
H: -2.761676 1.467078 1.720383  0.279
H: -2.707893 -0.193096 2.543341  0.361
H: -2.733388 0.072828 0.764726  0.348
H: 0.112562 -2.110407 0.310653  0.149
H: 1.086468 2.070707 0.659330  0.175
H: -0.516087 1.487948 2.066545  0.249
H: -3.464200 2.721540 -2.717413  0.241

Cartesian forces (eV/Å) of the 3 atoms listed first:
C -0.7 -0.8 0.5
C -0.9 -2.9 1.7
C 2.6 -0.3 0.8

Kohn-Sham gap (spin up / spin down), eV: 6.463 / 8.540
Highest occupied orbital energy (spin up / spin down), Eh: -0.227 / -0.298
Energy above the lowest of the compared OMol25 structures with the same formula, charge and spin, eV: 6.4796
Total charge: 0